# 1
Density functional theory data (the ωB97M-V functional and the def2-TZVPD basis) for 2 unconnected molecules or ions with the total composition C5H13NO at a distorted geometry.

ORCA input file:
```
! RIJCOSX wB97M-V def2-TZVPD def2/J DEFGRID3
* xyz -1 2
C 1.842 -0.215 1.781
C 0.619 -0.717 1.127
C -0.469 0.040 0.903
N -1.634 -0.561 0.347
C -2.153 0.146 -0.850
C -1.250 -0.044 -2.076
H 2.001 -0.845 2.676
H 2.770 -0.156 1.203
H 1.693 0.820 2.084
H 0.472 -1.791 1.041
H -0.645 1.022 1.349
H -1.500 -1.502 0.001
H -2.319 1.233 -0.721
H -3.165 -0.189 -1.057
H -0.440 -0.787 -2.065
H -0.718 0.865 -2.339
H -1.889 -0.393 -2.900
H 2.933 0.834 -1.392
H 2.497 1.574 -0.027
O 2.229 0.963 -0.739
*
```

Properties
Kohn-Sham gap (alpha / beta): 2.705 / 8.267 eV
calculated total energy: -328.19867 Eh
strongest force on any atom: 1.908 eV/A
relative energy (zero: lowest compared OMol25 entry of this formula, charge and spin): 46.6 kcal/mol
lowest unoccupied orbital energy (alpha / beta): 3.8215 / 3.6937 eV

Atom charges from the natural (NBO) analysis, given in e for atoms 1 to 2: atom 1 (C): -0.796, atom 2 (C): -0.224

=====

# 2
Density functional theory data (the ωB97M-V functional and the def2-TZVPD basis) for C5H13NO in the gas phase at a distorted geometry.

ORCA input file:
```
! RIJCOSX wB97M-V def2-TZVPD def2/J DEFGRID3
* xyz 0 1
C -0.227 2.562 0.647
C 0.282 1.750 -0.537
C -0.420 0.362 -0.636
C 0.159 -0.760 0.236
N 1.559 -1.022 -0.125
C -0.818 -1.951 0.209
O -0.268 -3.152 0.747
H 0.276 3.540 0.622
H -0.125 2.030 1.594
H -1.296 2.786 0.558
H 1.379 1.693 -0.407
H 0.108 2.226 -1.484
H -0.480 -0.002 -1.680
H -1.463 0.608 -0.384
H 0.173 -0.332 1.258
H 1.857 -1.892 0.301
H 1.648 -1.173 -1.132
H -1.110 -2.166 -0.822
H -1.777 -1.771 0.761
H 0.544 -3.336 0.273
*
```

Properties
Kohn-Sham gap: 10.519 eV
calculated total energy: -328.28349 Eh
SMILES: CCC[C@H](N)CO
strongest force on any atom: 1.536 eV/A
relative energy (zero: lowest compared OMol25 entry of this formula, charge and spin): 22.2 kcal/mol
lowest unoccupied orbital energy: 0.8873 eV

Atom charges from the natural (NBO) analysis, given in e for atoms 1 to 2: atom 1 (C): -0.609, atom 2 (C): -0.400

=====

# 3
Density functional theory data (the ωB97M-V functional and the def2-TZVPD basis) for 2 unconnected molecules or ions with the total composition C5H13NO at a distorted geometry.

ORCA input file:
```
! RIJCOSX wB97M-V def2-TZVPD def2/J DEFGRID3
* xyz 0 1
C 0.851 0.061 -2.287
N 1.080 0.659 -1.205
C 1.983 1.790 -1.186
H 1.177 0.399 -3.271
H 0.241 -0.841 -2.306
H 2.881 1.487 -0.654
H 1.553 2.624 -0.631
H 2.291 2.118 -2.186
C -0.597 -2.003 1.462
C -1.528 -0.964 0.855
C -1.326 0.469 1.312
O -0.009 0.936 1.052
H -0.889 -2.984 1.086
H -0.780 -1.997 2.542
H 0.465 -1.859 1.278
H -1.489 -0.964 -0.252
H -2.565 -1.264 1.055
H -2.101 1.104 0.855
H -1.410 0.568 2.405
H 0.171 0.661 0.074
*
```

Properties
Kohn-Sham gap: 10.164 eV
calculated total energy: -328.24877 Eh
SMILES: C=NC.CCCO
strongest force on any atom: 2.097 eV/A
relative energy (zero: lowest compared OMol25 entry of this formula, charge and spin): 44.0 kcal/mol
lowest unoccupied orbital energy: 0.9371 eV

Atom charges from the natural (NBO) analysis, given in e for atoms 1 to 2: atom 1 (C): -0.015, atom 2 (N): -0.416

=====

# 4
Density functional theory data (the ωB97M-V functional and the def2-TZVPD basis) for 2 unconnected molecules or ions with the total composition C5H13NO at a distorted geometry.

ORCA input file:
```
! RIJCOSX wB97M-V def2-TZVPD def2/J DEFGRID3
* xyz 0 1
C 1.642 1.455 0.494
C 1.768 0.700 -0.606
C 3.107 -0.060 -0.739
C 0.666 0.431 -1.544
C -0.176 -0.792 -1.138
N -1.418 -0.381 -0.451
H 2.284 1.482 1.358
H 0.792 2.136 0.508
H 3.752 0.381 0.016
H 3.053 -1.141 -0.765
H 3.524 0.307 -1.682
H -0.020 1.283 -1.475
H 1.007 0.351 -2.577
H 0.327 -1.548 -0.512
H -0.328 -1.398 -2.037
H -1.063 -0.159 0.473
H -2.001 -1.193 -0.325
O -5.247 -0.485 3.765
H -6.110 -0.177 4.027
H -5.559 -1.193 3.211
*
```

Properties
Kohn-Sham gap: 10.060 eV
calculated total energy: -328.25053 Eh
SMILES: C=C(C)CCN.O
strongest force on any atom: 2.993 eV/A
relative energy (zero: lowest compared OMol25 entry of this formula, charge and spin): 42.9 kcal/mol
lowest unoccupied orbital energy: 0.9154 eV

Atom charges from the natural (NBO) analysis, given in e for atoms 1 to 2: atom 1 (C): -0.437, atom 2 (C): 0.057

=====

# 5
Density functional theory data (the ωB97M-V functional and the def2-TZVPD basis) for C5H13NO in the gas phase at a distorted geometry.

ORCA input file:
```
! RIJCOSX wB97M-V def2-TZVPD def2/J DEFGRID3
* xyz 0 1
C -1.959 -0.645 -0.594
C -0.307 -0.922 -0.774
N 0.183 -1.717 0.321
C 0.316 0.405 -1.066
C 1.283 1.032 0.138
C 0.492 1.525 1.332
O 2.305 0.138 0.554
H -2.455 -1.620 -0.637
H -2.375 -0.039 -1.404
H -2.153 -0.155 0.362
H -0.230 -1.534 -1.679
H -0.209 -1.400 1.208
H -0.091 -2.692 0.210
H 0.987 0.291 -1.922
H -0.380 1.207 -1.327
H 1.800 1.879 -0.323
H -0.288 2.228 1.025
H 1.151 2.053 2.032
H 0.039 0.709 1.903
H 1.893 -0.745 0.641
*
```

Properties
Kohn-Sham gap: 10.277 eV
calculated total energy: -328.27719 Eh
SMILES: C[C@H](N)C[C@@H](C)O
strongest force on any atom: 4.382 eV/A
relative energy (zero: lowest compared OMol25 entry of this formula, charge and spin): 26.1 kcal/mol
lowest unoccupied orbital energy: 0.9274 eV

Atom charges from the natural (NBO) analysis, given in e for atoms 1 to 2: atom 1 (C): -0.632, atom 2 (C): -0.038

=====

# 6
Density functional theory data (the ωB97M-V functional and the def2-TZVPD basis) for 2 unconnected molecules or ions with the total composition C5H13NO at a distorted geometry.

ORCA input file:
```
! RIJCOSX wB97M-V def2-TZVPD def2/J DEFGRID3
* xyz 0 1
C -1.170 -0.610 2.770
C -0.990 -0.863 1.482
C -0.831 0.205 0.418
C -0.488 -0.253 -0.964
N 0.065 0.868 -1.703
C 0.319 0.664 -3.108
H -1.496 0.372 3.129
H -0.871 -1.371 3.474
H -0.825 -1.895 1.187
H -0.139 0.906 0.876
H -1.834 0.624 0.353
H -1.337 -0.686 -1.488
H 0.285 -1.029 -0.915
H -0.517 1.693 -1.615
H 1.254 0.127 -3.325
H -0.455 0.082 -3.646
H 0.425 1.640 -3.575
O 2.953 0.230 2.167
H 2.760 -0.425 1.486
H 2.893 -0.278 2.996
*
```

Properties
Kohn-Sham gap: 9.726 eV
calculated total energy: -328.24219 Eh
SMILES: C=CCCNC.O
strongest force on any atom: 2.213 eV/A
relative energy (zero: lowest compared OMol25 entry of this formula, charge and spin): 48.1 kcal/mol
lowest unoccupied orbital energy: 0.9174 eV

Atom charges from the natural (NBO) analysis, given in e for atoms 1 to 2: atom 1 (C): -0.413, atom 2 (C): -0.155

=====

# 7
Density functional theory data (the ωB97M-V functional and the def2-TZVPD basis) for 2 unconnected molecules or ions with the total composition C5H13NO at a distorted geometry.

ORCA input file:
```
! RIJCOSX wB97M-V def2-TZVPD def2/J DEFGRID3
* xyz 0 1
C -4.095 -0.869 0.813
C -3.250 0.272 0.286
C -1.921 0.127 0.344
N -0.939 0.981 -0.097
C 0.534 0.628 -0.348
C 0.752 -0.866 -0.448
H -5.130 -0.843 0.475
H -3.712 -1.884 0.643
H -4.129 -0.909 1.912
H -3.803 1.138 -0.043
H -1.543 -0.765 0.832
H -1.286 1.615 -0.795
H 0.931 1.084 0.561
H 0.693 1.262 -1.212
H 0.448 -1.188 -1.445
H 0.202 -1.439 0.290
H 1.806 -1.108 -0.301
O 7.100 0.036 -0.399
H 6.705 0.012 0.464
H 6.654 -0.584 -0.980
*
```

Properties
Kohn-Sham gap: 7.986 eV
calculated total energy: -328.24283 Eh
SMILES: C/C=C/NCC.O
strongest force on any atom: 3.655 eV/A
relative energy (zero: lowest compared OMol25 entry of this formula, charge and spin): 47.7 kcal/mol
lowest unoccupied orbital energy: 0.6007 eV

Atom charges from the natural (NBO) analysis, given in e for atoms 1 to 2: atom 1 (C): -0.631, atom 2 (C): -0.328

=====

# 8
Density functional theory data (the ωB97M-V functional and the def2-TZVPD basis) for 2 unconnected molecules or ions with the total composition C5H13NO at a distorted geometry.

ORCA input file:
```
! RIJCOSX wB97M-V def2-TZVPD def2/J DEFGRID3
* xyz 0 1
C 0.413 2.391 0.746
N 0.083 1.180 0.654
C 1.144 0.270 0.243
C 1.047 -1.132 0.851
C -0.327 -1.786 0.701
C -0.553 -2.150 -0.781
H -0.416 3.067 0.941
H 1.440 2.748 0.647
H 1.110 -0.042 -0.804
H 2.103 0.739 0.485
H 1.391 -1.205 1.887
H 1.751 -1.757 0.292
H -1.079 -1.056 0.992
H -0.412 -2.737 1.225
H -1.519 -2.655 -0.850
H -0.741 -1.213 -1.314
H 0.255 -2.684 -1.272
O -1.426 1.303 -1.851
H -2.313 1.000 -2.063
H -1.352 1.271 -0.892
*
```

Properties
Kohn-Sham gap: 11.129 eV
calculated total energy: -328.26197 Eh
SMILES: C=NCCCC.O
strongest force on any atom: 1.825 eV/A
relative energy (zero: lowest compared OMol25 entry of this formula, charge and spin): 35.7 kcal/mol
lowest unoccupied orbital energy: 1.0612 eV

Atom charges from the natural (NBO) analysis, given in e for atoms 1 to 2: atom 1 (C): -0.035, atom 2 (N): -0.432

=====

# 9
Density functional theory data (the ωB97M-V functional and the def2-TZVPD basis) for C5H13NO in the gas phase at a distorted geometry.

ORCA input file:
```
! RIJCOSX wB97M-V def2-TZVPD def2/J DEFGRID3
* xyz 0 1
C 1.244 1.923 0.285
C 1.224 0.293 0.326
N 2.569 -0.331 0.335
C 0.286 -0.106 -0.854
C -1.279 0.027 -0.497
C -1.867 -1.030 0.519
O -2.592 -2.061 -0.314
H 0.277 2.370 0.505
H 1.916 2.346 1.176
H 1.603 2.256 -0.659
H 0.683 0.053 1.261
H 2.378 -1.250 -0.194
H 2.825 -0.833 1.234
H 0.388 -1.124 -1.286
H 0.726 0.494 -1.765
H -1.466 1.161 -0.235
H -1.854 -0.208 -1.431
H -2.613 -0.535 1.165
H -1.048 -1.789 0.989
H -3.399 -1.657 -0.560
*
```

Properties
Kohn-Sham gap: 10.498 eV
calculated total energy: -328.22017 Eh
SMILES: C[C@H](N)CCCO
strongest force on any atom: 3.816 eV/A
relative energy (zero: lowest compared OMol25 entry of this formula, charge and spin): 61.9 kcal/mol
lowest unoccupied orbital energy: 0.9287 eV

Atom charges from the natural (NBO) analysis, given in e for atoms 1 to 2: atom 1 (C): -0.612, atom 2 (C): -0.049

=====

# 10
Density functional theory data (the ωB97M-V functional and the def2-TZVPD basis) for 2 unconnected molecules or ions with the total composition C5H13NO at a distorted geometry.

ORCA input file:
```
! RIJCOSX wB97M-V def2-TZVPD def2/J DEFGRID3
* xyz 0 1
C -2.195 -1.822 -0.969
C -1.625 -0.848 0.054
C -0.343 -0.689 0.482
N -0.104 0.308 1.503
C 1.343 0.720 1.828
C 1.640 2.101 1.093
H -3.260 -1.887 -0.925
H -1.967 -1.262 -1.888
H -1.725 -2.780 -0.811
H -2.354 -0.008 0.119
H 0.456 -1.289 0.186
H -0.464 1.232 1.238
H 2.027 -0.061 1.476
H 1.367 0.741 2.939
H 0.751 2.656 1.010
H 2.244 1.991 0.155
H 2.369 2.612 1.679
O 0.669 -0.524 -3.433
H 0.664 -1.352 -2.938
H 0.506 0.163 -2.796
*
```

Properties
Kohn-Sham gap: 8.723 eV
calculated total energy: -328.22454 Eh
SMILES: C/C=C/NCC.O
strongest force on any atom: 4.041 eV/A
relative energy (zero: lowest compared OMol25 entry of this formula, charge and spin): 59.2 kcal/mol
lowest unoccupied orbital energy: 0.8224 eV

Atom charges from the natural (NBO) analysis, given in e for atoms 1 to 2: atom 1 (C): -0.646, atom 2 (C): -0.230

=====

# 11
Density functional theory data (the ωB97M-V functional and the def2-TZVPD basis) for 2 unconnected molecules or ions with the total composition C5H13NO at a distorted geometry.

ORCA input file:
```
! RIJCOSX wB97M-V def2-TZVPD def2/J DEFGRID3
* xyz 0 1
C -2.699 0.567 0.459
C -2.187 -0.503 -0.547
C -0.954 -1.208 -0.317
C 0.118 -0.517 0.075
N 1.263 -1.164 0.452
C 2.574 -0.644 0.261
H -1.961 1.522 0.380
H -3.672 0.941 0.127
H -2.629 0.125 1.380
H -2.225 0.084 -1.429
H -3.091 -1.220 -0.643
H -0.919 -2.241 -0.500
H 0.142 0.635 0.152
H 1.115 -2.120 0.672
H 3.112 -1.051 -0.449
H 3.022 -0.528 1.217
H 2.540 0.407 0.048
O 1.426 2.632 -0.342
H 1.900 2.410 -1.159
H 1.297 1.954 0.196
*
```

Properties
Kohn-Sham gap: 8.466 eV
calculated total energy: -328.20089 Eh
SMILES: CC/C=C/NC.O
strongest force on any atom: 6.747 eV/A
relative energy (zero: lowest compared OMol25 entry of this formula, charge and spin): 74.0 kcal/mol
lowest unoccupied orbital energy: 0.8627 eV

Atom charges from the natural (NBO) analysis, given in e for atoms 1 to 2: atom 1 (C): -0.577, atom 2 (C): -0.418

=====

# 12
Density functional theory data (the ωB97M-V functional and the def2-TZVPD basis) for 2 unconnected molecules or ions with the total composition C5H13NO at a distorted geometry.

ORCA input file:
```
! RIJCOSX wB97M-V def2-TZVPD def2/J DEFGRID3
* xyz 0 1
C 0.987 1.809 -0.274
C 2.196 0.959 -0.260
N 3.151 1.039 0.723
O 2.464 0.156 -1.159
H 0.295 1.867 0.583
H 0.169 1.599 -1.098
H 1.299 2.908 -0.307
H 3.872 0.451 0.553
H 3.019 1.911 1.472
C -2.034 -2.218 -0.658
C -0.970 -1.304 -0.125
C -1.531 -0.039 0.615
H -2.944 -1.690 -1.006
H -2.445 -2.714 0.215
H -1.809 -2.983 -1.450
H -0.269 -1.881 0.564
H -0.342 -0.925 -1.008
H -2.057 0.717 0.104
H -2.313 -0.221 1.345
H -0.739 0.558 1.172
*
```

Properties
Kohn-Sham gap: 10.494 eV
calculated total energy: -328.25297 Eh
SMILES: CC(N)=O.CCC
strongest force on any atom: 8.611 eV/A
relative energy (zero: lowest compared OMol25 entry of this formula, charge and spin): 41.3 kcal/mol
lowest unoccupied orbital energy: 0.7392 eV

Atom charges from the natural (NBO) analysis, given in e for atoms 1 to 2: atom 1 (C): -0.742, atom 2 (C): 0.644